1.
# C17H17ClF3N5O2

An isolated molecule of C17H17ClF3N5O2 in a non-equilibrium geometry (ωB97M-V with the def2-TZVPD basis set, the OMol25 dataset).

ORCA input file:
```
! wB97M-V def2-TZVPD RIJCOSX def2/J DEFGRID3
* xyz 0 1
N 0.902 -0.703 2.122
Cl -1.924 -1.715 2.972
C 1.439 0.559 2.335
C -1.089 -4.801 0.482
H 4.135 0.848 1.111
O 2.409 2.079 -2.025
N -1.885 2.632 -1.271
C -1.643 4.128 -4.629
C 0.298 -2.968 2.163
C -1.088 -3.011 2.099
C 1.383 1.685 1.219
O 2.137 0.754 3.319
C -0.489 2.642 -1.676
H 0.879 -5.262 -0.283
C -1.810 -3.968 1.364
C 0.278 -4.603 0.400
C 0.050 1.664 0.477
C -0.348 2.951 -2.967
N -1.483 3.428 -3.360
H 0.628 3.011 -3.514
C -3.306 -3.806 1.321
H 0.495 -0.863 1.221
H 1.974 -3.921 1.182
H -1.540 -5.517 -0.151
H -3.504 3.444 -2.429
C 1.732 1.883 -1.045
C 0.957 -3.842 1.295
F -3.599 -2.834 0.304
H -0.351 0.607 0.450
H -0.709 4.510 -5.042
H 1.487 2.737 1.649
C -2.407 3.223 -2.299
H -0.538 2.313 0.943
H 2.114 -2.128 2.808
H -2.310 4.999 -4.396
H 4.138 2.421 0.376
F -3.869 -3.527 2.447
H 0.776 -1.657 3.793
H -2.082 3.529 -5.429
H 4.144 0.989 -0.682
C 1.095 -1.889 2.770
F -3.965 -4.983 0.951
N 0.426 2.178 -0.803
C 3.783 1.392 0.285
N 2.281 1.391 0.144
*
```

The gap between HOMO and LUMO comes out at 7.9 eV. For the HOMO energy, the calculation gives -7.7 eV. The energy above the lowest of the compared OMol25 structures with the same formula, charge and spin comes out at 179.2 kJ/mol. The value obtained for the total energy is -1842.03967 hartree. As for the SMILES: CN1C(=O)N(c2cn(C)cn2)C[C@H]1C(=O)NCc1cccc(C(F)(F)F)c1Cl.

2.
# C17H17F17O5S

A 2-piece molecular cluster, C17H17F17O5S overall (ωB97M-V with the def2-TZVPD basis set, the OMol25 dataset).

ORCA input file:
```
! wB97M-V def2-TZVPD RIJCOSX def2/J DEFGRID3
* xyz 0 1
F 1.922 -2.187 -0.669
H -5.343 1.704 -3.637
H -4.040 1.757 -2.450
F -1.255 2.052 0.891
F -3.020 0.248 -0.516
C 2.824 1.586 2.809
F 2.452 -3.910 0.562
C -0.341 -2.968 1.072
C -2.914 3.870 -6.192
C -4.295 1.457 -3.464
F -0.917 -0.233 -0.196
C 3.645 -0.397 0.556
H -4.583 -0.596 -2.952
H 4.957 0.747 4.733
O -5.256 2.722 -5.933
C -4.018 -0.015 -3.681
F 1.312 -2.922 2.726
H -3.018 4.044 -7.261
H 2.662 0.078 0.546
F -3.557 -1.126 1.916
H 2.794 2.659 3.007
H -4.310 -0.335 -4.680
F 0.901 -1.009 1.756
C -2.106 -0.088 0.417
F -1.260 -1.877 2.976
C -2.023 1.107 1.421
C 2.230 -2.584 0.587
H 4.976 1.251 0.685
H -2.957 -0.229 -3.554
H 2.210 1.382 1.931
H -1.875 3.676 -5.939
F 4.547 -2.557 0.388
F -3.230 1.616 1.634
C 4.277 1.067 2.697
C 3.016 -0.003 4.479
H -3.313 4.706 -5.625
H 5.575 -0.173 1.499
C 1.026 -2.344 1.551
F -0.253 -4.282 1.340
C 4.420 0.193 3.957
O -3.319 1.320 -6.551
C -2.580 -1.441 1.036
O -3.474 2.316 -4.294
H 4.902 -0.770 3.815
C -1.618 -2.420 1.809
O 2.197 0.918 3.915
F 3.706 -2.004 2.328
F -2.409 -3.481 2.057
C 3.540 -1.848 0.987
F -0.535 -2.827 -0.253
C 4.676 0.434 1.348
S -3.858 2.432 -5.830
F -3.115 -2.158 0.037
F -1.506 0.734 2.584
H 3.971 -0.441 -0.486
H 4.936 1.931 2.817
O 2.624 -0.783 5.293
*
```

The gap between HOMO and LUMO comes out at 10.7 eV. For the HOMO energy, the calculation gives -10.4 eV. The value obtained for the total energy is -3130.12091 hartree. As for the SMILES: O=C1C[C@@H](CCC(F)(F)C(F)(F)C(F)(F)C(F)(F)C(F)(F)C(F)(F)C(F)(F)C(F)(F)F)CO1.CCOS(C)(=O)=O.

3.
# C17H17F3N4O

An isolated molecule of C17H17F3N4O in a non-equilibrium geometry (ωB97M-V with the def2-TZVPD basis set, the OMol25 dataset).

ORCA input file:
```
! wB97M-V def2-TZVPD RIJCOSX def2/J DEFGRID3
* xyz 0 1
N -1.449 0.445 3.498
C 0.731 -0.868 -1.224
C 2.597 0.243 -0.112
C 3.567 -2.720 -3.687
H -3.561 2.681 3.125
C -1.470 -0.894 -0.018
H 4.566 -0.245 -0.876
H -1.719 1.978 -0.562
C 1.207 -0.062 -0.158
N -0.212 0.791 3.987
H -1.470 2.624 1.767
H -1.874 0.281 6.497
C -0.636 -1.296 -1.118
H 1.256 -2.037 -2.977
H -2.554 -1.035 0.006
F 2.697 -0.926 -5.030
C 2.988 -1.114 -1.975
H -2.894 0.127 2.004
H -3.902 3.585 1.717
C -1.022 -0.022 1.012
H 2.880 -3.341 -2.999
N -2.299 0.164 4.490
H -3.375 1.585 -0.229
H -4.597 1.852 2.169
C -2.311 2.027 1.520
H -1.005 -1.826 -1.964
C -1.940 0.614 2.040
C 3.007 -2.183 -5.041
C -2.591 2.265 -0.001
F 4.144 -2.131 -5.881
N -0.271 0.740 5.207
H -2.754 3.267 -0.275
C -1.525 0.315 5.494
F 1.988 -2.908 -5.650
O 4.000 -1.592 -2.827
C -3.668 2.516 2.089
H 4.339 -3.343 -4.025
C 0.358 0.277 0.902
H 3.011 0.826 0.802
C 3.443 -0.347 -1.008
C 1.550 -1.341 -2.174
H 0.772 1.025 1.487
*
```

The gap between HOMO and LUMO comes out at 8.0 eV. For the HOMO energy, the calculation gives -8.1 eV. The energy above the lowest of the compared OMol25 structures with the same formula, charge and spin comes out at 506.0 kJ/mol. The value obtained for the total energy is -1251.72950 hartree. As for the SMILES: CC(C)[C@@H](c1ccc2cc(OCC(F)(F)F)ccc2c1)n1ncnn1.

4.
# C17H17F3NO3S2

A 2-piece molecular cluster, C17H17F3NO3S2 overall in a non-equilibrium geometry (ωB97M-V with the def2-TZVPD basis set, the OMol25 dataset).

ORCA input file:
```
! wB97M-V def2-TZVPD RIJCOSX def2/J DEFGRID3
* xyz -1 1
F -1.817 -3.047 -1.282
C 3.644 0.186 -0.411
O 1.794 0.715 -2.137
O 3.854 2.151 -2.154
H 3.893 -3.192 -0.164
C -1.777 0.428 3.502
N 2.182 2.461 -0.347
H -1.142 1.319 3.513
H -4.836 -0.715 4.512
H 0.071 -1.449 1.133
H 2.816 -1.432 -1.562
S -1.464 -0.974 0.108
C 4.059 -2.139 0.072
C -0.776 -2.261 -0.832
C 1.024 -0.748 2.844
O 1.751 0.199 3.124
H 0.455 2.710 0.732
F -0.087 -1.809 -1.929
C -3.031 0.427 4.123
C -3.835 -0.711 4.078
H 1.855 1.839 1.630
H -3.398 1.332 4.606
C 5.094 -0.403 1.415
H 5.366 -2.520 1.745
F 0.081 -3.118 -0.152
C 1.479 2.297 0.694
S 2.849 1.408 -1.446
C 3.446 -1.165 -0.715
C -2.100 -1.875 2.849
H 1.245 -2.882 2.684
H -3.951 -2.774 3.389
C 4.498 0.575 0.619
C 1.181 -2.107 3.456
H 0.329 -2.345 4.104
C -1.362 -0.692 2.784
C 4.880 -1.757 1.138
H -0.014 0.400 1.440
H 2.095 -2.120 4.053
H 4.692 1.636 0.782
C -0.149 -0.604 1.880
H 5.732 -0.106 2.248
C -3.356 -1.866 3.446
H -1.712 -2.773 2.360
*
```

The gap between HOMO and LUMO comes out at 5.1 eV. For the HOMO energy, the calculation gives -2.8 eV. The energy above the lowest of the compared OMol25 structures with the same formula, charge and spin comes out at 193.3 kJ/mol. The value obtained for the total energy is -2034.35271 hartree.

5.
# C17H17F6N5O5PdS2SeSi

C17H17F6N5O5PdS2SeSi as an isolated structure in a non-equilibrium geometry (ωB97M-V with the def2-TZVPD basis set, the OMol25 dataset).

ORCA input file:
```
! wB97M-V def2-TZVPD RIJCOSX def2/J DEFGRID3
* xyz 2 1
O -0.365 1.493 -2.080
F -0.341 3.994 -0.683
C -0.519 4.104 -2.003
H -3.058 -3.653 -1.384
C -0.949 0.064 2.668
N 1.689 0.564 -0.248
O -2.320 1.190 0.197
C -4.753 1.670 -0.592
H 4.472 0.786 -2.073
H -2.097 -4.306 -0.042
H -0.075 -1.603 -3.382
N -0.019 0.225 1.733
H -2.779 -2.695 0.084
Si -0.798 -2.679 -1.323
C 3.593 0.100 1.128
O -1.351 2.565 -4.022
C 1.703 -0.286 3.317
H 0.408 -2.571 0.862
Pd -0.286 0.851 -0.140
C -0.605 -0.290 3.972
C 0.723 -0.463 4.301
C 3.860 0.623 -1.198
S -1.292 2.534 -2.610
C -0.329 -2.628 -3.097
F 0.654 4.235 -2.595
H 1.988 1.033 -2.225
Se 5.417 -0.781 4.492
H 0.892 -3.841 -0.258
H 1.512 -2.209 -0.506
O -3.051 3.551 0.285
C 4.423 0.295 0.018
C 2.476 0.757 -1.300
C 4.070 -0.243 2.464
H -2.928 -0.796 -1.433
H -1.972 0.241 2.366
F -5.221 1.480 0.626
F -1.300 5.122 -2.269
H -2.006 -0.521 -2.661
C 3.137 -0.435 3.544
F -5.506 2.498 -1.266
H 5.494 0.192 0.134
C 2.227 0.246 0.953
H -1.133 -2.980 -3.744
C 1.289 0.058 2.041
C -2.328 -3.405 -0.615
O -2.070 -1.010 -1.829
H -1.385 -0.412 4.709
H 1.026 -0.727 5.306
H 0.559 -3.237 -3.277
C 0.638 -2.772 -0.184
N 5.332 -0.405 2.761
S -3.036 2.339 -0.448
N -2.674 2.403 -1.946
F -4.694 0.487 -1.230
N 3.656 -0.751 4.701
*
```

The gap between HOMO and LUMO comes out at 7.9 eV. For the HOMO energy, the calculation gives -14.7 eV. The energy above the lowest of the compared OMol25 structures with the same formula, charge and spin comes out at 4.3 kJ/mol. The value obtained for the total energy is -5521.86989 hartree.

6.
# C17H17FN3O3ReS5Sb

C17H17FN3O3ReS5Sb as an isolated structure (ωB97M-V with the def2-TZVPD basis set, the OMol25 dataset).

ORCA input file:
```
! wB97M-V def2-TZVPD RIJCOSX def2/J DEFGRID3
* xyz 3 1
C 0.222 0.325 3.910
H 0.137 -4.494 4.450
C 0.253 -3.974 3.501
C 0.173 -0.497 5.168
H -4.261 2.812 -3.639
C -3.559 2.042 -3.949
C 0.837 -2.227 1.386
H -2.460 1.945 -2.029
N -2.395 2.021 -3.033
O 0.731 0.647 -0.860
C 0.641 -2.538 3.807
O 1.075 -1.437 -2.207
H 1.010 -4.524 2.943
S 0.863 -0.020 -4.754
F -0.078 3.764 2.882
C -1.271 2.275 -3.662
Sb 3.700 0.482 -5.803
S 4.314 -1.583 -5.796
Re 1.321 0.325 -2.718
H -3.227 3.296 -5.736
C 0.052 1.688 3.948
C 0.889 -1.496 0.190
H 0.324 2.505 0.661
S 0.260 2.509 -2.815
H -0.703 -4.026 2.977
N 0.623 -1.671 2.553
H -3.049 1.560 -6.044
C 1.112 -2.246 -1.044
H 1.165 -0.509 5.630
C -0.264 -1.915 4.852
H 1.677 -2.495 4.154
S 3.330 0.844 -2.665
H 0.978 -3.297 1.347
H -0.209 -2.534 5.746
O 1.287 -3.403 -1.176
H -0.500 -0.030 5.885
S 3.591 2.563 -6.359
C 0.466 0.504 1.479
H -4.058 1.077 -3.936
H -1.301 -1.942 4.505
H -0.739 2.760 -5.582
H -0.119 2.192 4.892
C 0.092 2.455 2.780
C 0.699 -0.134 0.228
C -2.895 2.350 -5.315
N -1.460 2.442 -4.952
C 0.293 1.894 1.550
C 0.434 -0.284 2.654
*
```

The gap between HOMO and LUMO comes out at 5.1 eV. For the HOMO energy, the calculation gives -16.9 eV. The energy above the lowest of the compared OMol25 structures with the same formula, charge and spin comes out at 42.1 kJ/mol. The value obtained for the total energy is -3456.40531 hartree.

7.
# C17H17KN4O4

C17H17KN4O4 as an isolated structure in a non-equilibrium geometry (ωB97M-V with the def2-TZVPD basis set, the OMol25 dataset).

ORCA input file:
```
! wB97M-V def2-TZVPD RIJCOSX def2/J DEFGRID3
* xyz -2 1
K -1.390 0.585 -0.410
C -2.274 -0.437 2.937
N -1.194 1.746 4.253
H -2.182 -1.375 4.939
H -1.429 -3.835 -1.082
C -0.069 -5.477 -1.440
C -1.467 0.621 4.968
H 3.223 1.990 -3.063
C 0.377 -3.155 -1.963
H 1.711 3.500 -2.236
N 0.442 0.448 -2.032
C -0.464 -4.148 -1.460
O -1.324 -1.510 -1.705
C -0.422 4.757 -1.468
H 2.990 -5.149 -2.843
N -1.914 0.682 2.248
C -1.373 1.754 2.823
H 3.214 0.481 -2.112
H 2.585 0.476 -3.753
H 0.333 3.160 4.532
C -1.967 -0.476 4.380
C -0.684 2.947 4.867
C 2.017 -4.866 -2.451
H -0.730 -6.236 -1.034
O -1.409 2.591 -1.626
C 1.625 -3.537 -2.461
H 2.273 -2.760 -2.843
C -0.339 3.242 -1.744
C -0.100 -1.724 -1.941
O -1.010 2.787 2.253
C 0.919 2.766 -2.120
H -0.406 5.327 -2.402
H -0.694 2.833 5.953
C 2.665 1.077 -2.845
H -1.257 0.672 6.032
H 1.486 -6.887 -1.924
C 1.275 1.391 -2.318
H -1.301 3.800 4.581
N 0.875 -0.858 -2.163
O -2.841 -1.396 2.401
C 1.175 -5.848 -1.938
H -1.358 4.955 -0.945
H 0.412 5.087 -0.845
*
```

The gap between HOMO and LUMO comes out at 4.7 eV. For the HOMO energy, the calculation gives 0.0 eV. The energy above the lowest of the compared OMol25 structures with the same formula, charge and spin comes out at 44.7 kJ/mol. The value obtained for the total energy is -1778.01294 hartree.

8.
# C17H17N2

A 2-piece molecular cluster, C17H17N2 overall in a non-equilibrium geometry (ωB97M-V with the def2-TZVPD basis set, the OMol25 dataset).

ORCA input file:
```
! wB97M-V def2-TZVPD RIJCOSX def2/J DEFGRID3
* xyz 1 1
C 1.807 -1.605 0.129
H 5.025 0.266 1.279
H -5.373 -1.230 0.312
N 0.444 1.907 -1.132
C -0.951 -1.485 1.220
H -0.066 -1.988 1.666
C 0.098 3.240 -1.322
H 1.242 2.337 -4.178
C 0.494 0.497 0.481
C -2.224 -2.047 1.232
H -0.335 3.796 -0.501
C 4.117 -0.251 0.960
H -2.354 -3.072 1.608
C -3.145 0.004 0.350
H 1.333 0.461 -2.476
C 0.338 3.594 -2.622
H -4.875 -2.761 1.174
H 0.177 4.558 -3.107
C -1.893 0.527 0.232
C 0.953 1.466 -2.270
C 2.928 0.451 0.848
C -3.335 -1.265 0.871
C -0.745 -0.191 0.624
H 2.916 -3.437 0.415
C 1.719 -0.216 0.497
N 0.891 2.442 -3.230
C -4.750 -1.671 1.108
H 2.865 1.521 1.022
H 0.951 -2.091 -0.398
H 0.516 1.584 0.833
C 2.958 -2.330 0.428
H 5.008 -2.225 1.165
H -5.125 -1.228 2.048
H -1.729 1.486 -0.223
H -4.011 0.611 0.099
C 4.131 -1.655 0.856
*
```

The gap between HOMO and LUMO comes out at 7.6 eV. For the HOMO energy, the calculation gives -12.1 eV. The energy above the lowest of the compared OMol25 structures with the same formula, charge and spin comes out at 0.0 kJ/mol. The value obtained for the total energy is -767.22957 hartree.

- Which value of gap between HOMO and LUMO does entry 2 give?
  10.7 eV

- Which of these has the lowest gap between HOMO and LUMO?
  C17H17KN4O4